1.
{
  "formula": "C40H61NO34S5",
  "method": "wB97M-V/def2-TZVPD",
  "charge": -1,
  "energy_ev": -167738.867,
  "multiplicity": 2,
  "species": ["C", "C", "O", "S", "O", "O", "O", "H", "H", "H", "H", "C", "C", "O", "S", "O", "O", "O", "H", "H", "H", "H", "C", "C", "O", "S", "O", "O", "O", "H", "H", "H", "H", "C", "C", "O", "S", "O", "O", "O", "H", "H", "H", "H", "C", "C", "O", "S", "O", "O", "O", "H", "H", "H", "H", "C", "C", "C", "C", "C", "C", "N", "O", "O", "H", "H", "H", "H", "H", "O", "C", "O", "C", "C", "C", "H", "H", "H", "H", "H", "H", "O", "C", "O", "C", "C", "C", "H", "H", "H", "H", "H", "H", "O", "C", "O", "C", "C", "C", "H", "H", "H", "H", "H", "H", "O", "C", "O", "C", "C", "C", "H", "H", "H", "H", "H", "H", "O", "C", "O", "C", "C", "C", "H", "H", "H", "H", "H", "H", "O", "C", "O", "C", "C", "C", "H", "H", "H", "H", "H", "H"],
  "positions_angstrom": [[-0.6058, 0.1847, -1.2401], [-0.0701, -1.1663, -0.9221], [0.4233, -1.1275, 0.4105], [-0.1697, 0.1762, 1.2557], [0.8592, 1.1824, 1.4136], [-0.8771, -0.2458, 2.4753], [-1.2114, 0.5384, 0.0762], [-1.3248, 0.3647, -2.0393], [0.1981, 0.8936, -1.4382], [0.6251, -1.6543, -1.6051], [-0.8588, -1.8946, -0.7337], [0.8696, 7.0908, -2.4165], [2.3127, 6.6903, -2.8515], [2.3012, 5.2934, -3.1788], [0.8523, 4.6233, -2.9874], [0.8606, 3.3409, -2.3045], [0.1357, 4.8161, -4.2361], [0.3166, 5.8271, -2.0083], [0.1657, 7.4432, -3.1704], [0.8759, 7.6818, -1.5007], [2.9774, 6.7979, -1.9943], [2.5223, 7.2588, -3.7575], [-3.5330, 2.5314, 0.7152], [-2.5035, 3.7535, 0.5876], [-2.1104, 4.1335, 1.8546], [-2.6771, 3.1349, 3.0691], [-3.9853, 3.4753, 3.6179], [-1.6159, 2.6921, 3.9594], [-2.9267, 1.9635, 1.9113], [-3.4064, 1.9201, -0.1783], [-4.5330, 2.9391, 0.8631], [-3.0644, 4.5683, 0.1297], [-1.6356, 3.4937, -0.0185], [4.3422, 2.0796, -1.8286], [4.5865, 3.1907, -2.8731], [3.5640, 2.9269, -3.8664], [3.1530, 1.2600, -3.9116], [3.5643, 0.7872, -5.2026], [1.7329, 0.9873, -3.6062], [4.2700, 0.9891, -2.5701], [3.3872, 2.1735, -1.3117], [5.0218, 2.0508, -0.9768], [5.5118, 3.0618, -3.4346], [4.5492, 4.1783, -2.4133], [-2.8068, -0.4486, 4.9017], [-3.0213, 0.3287, 6.2235], [-4.1338, -0.2974, 6.8084], [-5.2481, -0.6626, 5.6726], [-6.0342, 0.4807, 5.3388], [-5.9433, -1.8964, 6.0445], [-4.0186, -1.0090, 4.5252], [-2.0147, -1.1974, 4.9036], [-2.7466, 0.3819, 4.1984], [-3.1841, 1.4036, 6.1438], [-2.2303, 0.2957, 6.9727], [2.5472, -3.5579, -4.2904], [2.5617, -4.8694, -3.9689], [2.9669, -5.3070, -2.7525], [3.2893, -4.4333, -1.7899], [3.2877, -3.0374, -2.0014], [2.8656, -2.6079, -3.3185], [3.7123, -4.9264, -0.5128], [4.3337, -4.2040, 0.3161], [3.5142, -6.0991, -0.2318], [2.0699, -3.2981, -5.2237], [2.2646, -5.4248, -4.8462], [3.0702, -6.3800, -2.6866], [3.3327, -2.2659, -1.2470], [2.6516, -1.5574, -3.4489], [5.8391, 0.3181, 5.2929], [5.4488, -0.1106, 4.2247], [5.1475, 0.8211, 3.2526], [4.7001, 0.2001, 2.0732], [4.5916, -1.2531, 2.4216], [5.2776, -1.5356, 3.7583], [5.3485, 0.4401, 1.2305], [3.6980, 0.5914, 1.8984], [4.9653, -1.8101, 1.5624], [3.5342, -1.5170, 2.4392], [6.2299, -2.0434, 3.6056], [4.6878, -2.1843, 4.4060], [-3.9645, -0.8040, -2.2567], [-5.1245, -0.7604, -2.6377], [-6.1290, -0.2412, -1.8996], [-7.4317, -0.2917, -2.6524], [-6.9269, -0.3581, -4.1327], [-5.6176, -1.1831, -4.0942], [-7.9863, 0.6046, -2.3745], [-8.1485, -1.0828, -2.4325], [-6.7752, 0.6740, -4.4487], [-7.6771, -0.8355, -4.7631], [-4.9463, -0.9223, -4.9124], [-5.5948, -2.2667, -3.9787], [-0.4536, -3.1247, -3.4735], [-1.1019, -3.8656, -4.1514], [-0.5520, -5.0396, -4.5810], [-1.4238, -5.5414, -5.6454], [-2.8363, -5.0533, -5.2667], [-2.5440, -3.6866, -4.6838], [-1.4092, -6.6298, -5.5890], [-1.0947, -5.2167, -6.6326], [-3.2698, -5.6351, -4.4533], [-3.4232, -4.9596, -6.1805], [-3.1472, -3.5160, -3.7921], [-2.4736, -2.7771, -5.2804], [-0.0976, 0.4712, 8.3882], [0.6187, 0.5230, 7.3885], [0.7232, -0.4816, 6.6406], [1.6279, -0.1817, 5.4797], [2.1223, 1.2245, 5.6977], [1.2820, 1.7227, 6.7599], [0.8779, -0.1093, 4.6920], [2.4403, -0.9077, 5.4479], [2.2079, 1.8696, 4.8234], [3.1915, 1.1289, 5.8869], [0.4619, 2.3741, 6.4578], [1.9497, 2.2460, 7.4444], [0.3472, 6.5559, 1.3534], [1.2722, 5.8877, 1.2689], [2.5068, 6.3250, 0.8333], [3.6093, 5.4164, 1.0767], [2.9138, 4.1465, 1.4610], [1.5242, 4.4962, 1.9349], [4.2086, 5.8123, 1.8966], [4.2778, 5.4447, 0.2162], [3.5415, 3.5216, 2.0964], [2.5761, 3.4365, 0.7061], [1.5723, 4.5385, 3.0230], [0.7519, 3.7913, 1.6271], [-4.9156, -4.7990, 0.4266], [-3.8090, -5.1146, -0.0350], [-3.6606, -5.6510, -1.3024], [-2.2353, -5.9660, -1.3736], [-1.6648, -4.7155, -0.7425], [-2.5378, -4.3748, 0.3988], [-1.7887, -6.1675, -2.3473], [-2.0403, -6.8804, -0.8133], [-1.6390, -3.9524, -1.5203], [-0.6609, -4.8134, -0.3294], [-2.8038, -3.3191, 0.3447], [-2.1239, -4.7187, 1.3467]]
}


2.
{
  "formula": "C40H62AsBClN8SV",
  "method": "wB97M-V/def2-TZVPD",
  "e_above_lowest_kcal_mol": 0.0,
  "charge": -1,
  "multiplicity": 4,
  "species": ["V", "C", "C", "C", "C", "N", "N", "B", "N", "N", "C", "C", "C", "C", "C", "C", "C", "C", "N", "N", "C", "C", "C", "C", "C", "C", "C", "C", "C", "C", "C", "C", "H", "H", "H", "H", "H", "H", "H", "H", "H", "H", "H", "H", "H", "H", "H", "H", "H", "H", "H", "H", "H", "H", "H", "H", "H", "H", "H", "H", "H", "H", "H", "H", "H", "H", "H", "H", "H", "H", "H", "H", "C", "N", "C", "C", "C", "C", "C", "N", "C", "C", "C", "C", "C", "C", "H", "H", "H", "H", "H", "H", "H", "H", "H", "H", "H", "Cl", "C", "H", "H", "C", "As", "C", "C", "S", "H", "H", "H", "H", "H", "H", "H", "H", "H"],
  "positions_angstrom": [[-1.0836, 0.2565, -0.2266], [-0.8159, -1.7950, 5.3418], [-0.8775, -2.1343, 3.8880], [-1.2829, -3.3294, 3.3422], [-1.1139, -3.1790, 1.9577], [-0.6545, -1.9589, 1.6742], [-0.4980, -1.3338, 2.8725], [0.1971, 0.0356, 2.9762], [1.6068, -0.0118, 2.3041], [2.1760, 1.0750, 1.7323], [3.4611, 0.8070, 1.5887], [3.7593, -0.4694, 2.1018], [2.5479, -0.9597, 2.5478], [2.2974, -2.2815, 3.1961], [4.3763, 1.8209, 0.9372], [4.4815, 3.0508, 1.8475], [3.8027, 2.2351, -0.4286], [5.7695, 1.2218, 0.7421], [-0.7102, 1.1895, 2.4572], [-0.4915, 1.8829, 1.2942], [-1.0304, 3.0888, 1.4731], [-1.6987, 3.1416, 2.7069], [-1.4759, 1.9228, 3.2934], [-1.9876, 1.4225, 4.5988], [-0.8297, 4.2987, 0.5835], [-2.1602, 4.7347, -0.0353], [0.2407, 4.0665, -0.4755], [-0.3267, 5.4436, 1.4820], [-1.3999, -4.2412, 0.9234], [-2.8444, -4.0822, 0.4356], [-0.3944, -4.1356, -0.2183], [-1.2542, -5.6312, 1.5536], [-0.9381, -2.7135, 5.9166], [-1.6116, -1.1092, 5.6341], [0.1308, -1.3339, 5.6198], [-1.6296, -4.1929, 3.8846], [0.3625, 0.2360, 4.1561], [4.7019, -0.9927, 2.1183], [3.2438, -2.8194, 3.2635], [1.5925, -2.8919, 2.6292], [1.9006, -2.1718, 4.2069], [3.5012, 3.5160, 1.9625], [5.1729, 3.7861, 1.4247], [4.8379, 2.7638, 2.8393], [2.7148, 2.2693, -0.3952], [4.0907, 1.5192, -1.2050], [4.1772, 3.2174, -0.7301], [6.2471, 1.0027, 1.7003], [6.4077, 1.9248, 0.2001], [5.7208, 0.2929, 0.1694], [-2.2561, 3.9608, 3.1301], [-2.6276, 2.1814, 5.0483], [-1.1788, 1.1870, 5.2911], [-2.5823, 0.5206, 4.4408], [-2.5752, 3.9524, -0.6634], [-2.0160, 5.6284, -0.6496], [-2.8884, 4.9667, 0.7459], [-0.0222, 3.2812, -1.1715], [1.1813, 3.7946, 0.0070], [0.3952, 4.9887, -1.0436], [-1.0513, 5.7033, 2.2553], [-0.1477, 6.3321, 0.8701], [0.6089, 5.1652, 1.9712], [-3.0277, -3.0893, 0.0327], [-3.5345, -4.2223, 1.2711], [-3.0731, -4.8231, -0.3369], [-0.3972, -3.1403, -0.6493], [-0.6377, -4.8510, -1.0097], [0.6164, -4.3471, 0.1439], [-1.9958, -5.7992, 2.3367], [-0.2607, -5.7655, 1.9875], [-1.4014, -6.3962, 0.7867], [1.9129, -1.1381, -0.8552], [0.8749, -0.1904, -1.2585], [1.0213, 0.5113, -2.3188], [-0.0286, 1.4102, -2.7195], [-0.1432, 2.2925, -3.7937], [-1.4227, 2.8632, -3.6828], [-2.0079, 2.2867, -2.5511], [-1.1684, 1.4183, -1.9616], [2.5861, -1.8518, -2.0004], [3.9038, -1.5770, -2.3457], [4.5163, -2.2297, -3.4100], [3.8108, -3.1698, -4.1444], [2.4910, -3.4518, -3.8092], [1.8841, -2.7969, -2.7490], [1.4350, -1.8592, -0.1913], [2.6534, -0.6146, -0.2478], [1.9066, 0.4204, -2.9538], [0.6103, 2.4986, -4.5405], [-1.8697, 3.6026, -4.3302], [-2.9975, 2.4452, -2.1478], [4.4562, -0.8436, -1.7690], [5.5448, -2.0019, -3.6624], [4.2851, -3.6836, -4.9716], [1.9344, -4.1904, -4.3745], [0.8500, -3.0051, -2.4960], [-3.8289, -0.5292, 1.6349], [-3.1811, 0.5635, 0.2606], [-3.4571, 1.5630, 0.6149], [-3.8590, 0.3170, -0.5632], [-0.6092, -1.0000, -5.0601], [-2.2132, -1.4670, -4.1008], [-2.7845, -3.0893, -4.9807], [-3.5087, -0.1474, -4.6276], [-2.0786, -1.8335, -2.0551], [-0.7889, -1.1556, -6.1251], [0.2103, -1.6304, -4.7193], [-0.3810, 0.0442, -4.8620], [-3.0108, -2.8974, -6.0297], [-3.6645, -3.4653, -4.4633], [-1.9835, -3.8222, -4.8992], [-3.6807, -0.2080, -5.7026], [-3.1181, 0.8328, -4.3566], [-4.4292, -0.3383, -4.0797]]
}


3.
{
  "formula": "C40H62INO7P4ScSi",
  "method": "wB97M-V/def2-TZVPD",
  "e_above_lowest_kcal_mol": 0.0,
  "charge": -1,
  "species": ["Sc", "C", "Si", "C", "C", "C", "C", "C", "C", "P", "C", "C", "C", "C", "C", "C", "C", "C", "C", "C", "C", "C", "C", "C", "C", "C", "C", "C", "P", "C", "C", "C", "C", "C", "C", "C", "C", "C", "C", "C", "C", "H", "H", "H", "H", "H", "H", "H", "H", "H", "H", "H", "H", "H", "H", "H", "H", "H", "H", "H", "H", "H", "H", "H", "H", "H", "H", "H", "H", "H", "H", "H", "H", "H", "H", "H", "H", "H", "H", "H", "H", "H", "H", "H", "H", "H", "H", "H", "H", "H", "H", "H", "H", "H", "H", "H", "O", "P", "O", "O", "O", "P", "O", "O", "O", "H", "H", "C", "C", "C", "N", "H", "H", "H", "H", "H", "I"],
  "positions_angstrom": [[0.4406, 1.4519, 0.2179], [1.0657, -0.5985, 4.0490], [0.4578, -0.6406, 2.2126], [1.2006, -2.3251, 1.5166], [1.1910, -3.5550, 2.1683], [1.7263, -4.7040, 1.6752], [2.2531, -4.7482, 0.3845], [2.2787, -3.5754, -0.3062], [1.8407, -2.3619, 0.2761], [2.2131, -0.8083, -0.5590], [4.0167, -0.4979, -0.2959], [4.2989, 0.4950, 0.8675], [4.3734, -0.1470, 2.2309], [5.4453, -1.2307, 2.3129], [5.0704, -2.2853, 1.2359], [4.9783, -1.6885, -0.1600], [2.1168, -1.1575, -2.4220], [0.7928, -1.7874, -2.8117], [0.9332, -2.9639, -3.7923], [1.7069, -2.5416, -5.0558], [2.9003, -1.6350, -4.6965], [3.2802, -1.7751, -3.1800], [-1.3467, -1.1782, 2.6225], [-1.5606, -2.2472, 3.5360], [-2.8212, -2.8278, 3.7727], [-3.8763, -2.3991, 2.9946], [-3.7024, -1.3793, 2.1121], [-2.4542, -0.7358, 1.9527], [-2.2373, 0.7586, 0.8900], [-3.1821, 0.4198, -0.6810], [-2.6939, -0.9031, -1.2736], [-3.8383, -1.7699, -1.7904], [-4.7189, -0.9844, -2.7969], [-5.1222, 0.3920, -2.2367], [-4.6960, 0.6184, -0.7522], [-3.2050, 2.1596, 1.5995], [-4.6543, 1.8982, 2.1370], [-4.7158, 1.4159, 3.5597], [-3.9647, 2.2767, 4.5361], [-2.5164, 2.4588, 4.0700], [-2.4585, 3.0012, 2.6626], [0.9552, -1.6473, 4.4068], [0.3537, 0.0300, 4.6537], [2.0745, -0.2969, 4.2324], [0.7164, -3.5767, 3.1746], [1.6984, -5.6190, 2.2891], [2.6747, -5.6434, -0.0693], [2.7427, -3.5699, -1.2701], [4.3197, -0.0376, -1.2541], [3.5134, 1.2856, 0.8442], [5.2106, 0.9713, 0.6294], [3.3841, -0.5406, 2.5336], [4.5904, 0.6194, 2.9722], [5.5141, -1.7075, 3.2916], [6.3827, -0.7640, 2.0670], [4.1425, -2.7658, 1.5009], [5.8620, -3.0921, 1.2248], [4.6568, -2.4231, -0.8500], [5.9711, -1.3405, -0.4779], [2.0995, -0.1055, -2.7512], [0.1629, -1.0750, -3.3015], [0.2846, -2.1219, -1.9114], [-0.1226, -3.2026, -4.0550], [1.2929, -3.8750, -3.3248], [1.0183, -2.0880, -5.7768], [2.0520, -3.4733, -5.5253], [2.7809, -0.5800, -4.8975], [3.7990, -1.9071, -5.2481], [4.1999, -1.2592, -2.9696], [3.4050, -2.8363, -3.0724], [-0.7450, -2.5644, 4.1322], [-2.8840, -3.6405, 4.4989], [-4.8868, -2.8192, 3.0602], [-4.5565, -1.0828, 1.5310], [-2.7304, 1.2241, -1.2523], [-2.0731, -1.4579, -0.5397], [-2.0337, -0.6436, -2.0838], [-4.3646, -2.1295, -0.9316], [-3.4374, -2.6232, -2.3749], [-5.5801, -1.5648, -3.0744], [-4.0812, -0.8572, -3.6835], [-6.2001, 0.4224, -2.3567], [-4.7441, 1.1988, -2.8687], [-5.2575, -0.0914, -0.1319], [-4.8980, 1.6470, -0.4716], [-3.2925, 2.8197, 0.7179], [-5.2172, 1.2697, 1.4761], [-5.2023, 2.8285, 2.1265], [-4.2718, 0.4007, 3.6365], [-5.7890, 1.2776, 3.7701], [-4.1172, 1.9367, 5.5454], [-4.4902, 3.2736, 4.4574], [-2.0064, 1.4707, 4.0957], [-1.9072, 3.1106, 4.7133], [-1.4248, 3.1703, 2.3849], [-2.9600, 3.9859, 2.6150], [0.9014, 1.9088, -3.8169], [-0.4466, 1.6673, -3.0105], [-1.4348, 1.0119, -3.8880], [-0.1787, 1.0375, -1.6816], [-0.7548, 3.2267, -2.8096], [-1.2621, 3.9048, -1.4370], [-0.6767, 5.3813, -1.5785], [-2.7388, 3.7928, -1.2922], [-0.4030, 3.3066, -0.3500], [0.8593, 1.2025, -4.4579], [-1.3844, 5.9386, -1.9461], [3.2134, 6.0481, -1.5570], [3.4325, 4.6057, -2.0445], [2.7396, 3.5650, -1.2711], [2.2110, 2.6456, -0.8640], [3.8889, 6.7574, -2.0703], [3.4597, 6.1000, -0.4793], [2.1930, 6.3689, -1.6672], [4.4674, 4.3302, -2.1270], [3.0254, 4.4521, -3.0633], [1.4877, 2.9347, 2.5718]]
}


Number 1: strongest force on any atom 0.1280 hartree/bohr. Number 2: strongest force on any atom 0.0100 hartree/bohr. Number 3: strongest force on any atom 0.0460 hartree/bohr.